Molecular formula: C12H8N2O5S2Sc
Method: DFT, ωB97M-V/def2-TZVPD

Properties
DFT total energy	-2505.183449	Ha
Kohn-Sham gap	7.41	eV
F_max	2.47	eV/A
total charge	-1
highest occupied orbital energy	-5.0032	eV

Each line ends with the natural charge from an NBO analysis.
Positions of all 30 atoms, in Å:
Sc -1.015 0.219 1.077  1.622
O -1.102 3.865 -0.456  -0.609
C -0.673 2.751 -0.248  0.803
O -0.734 2.105 0.861  -0.813
C 0.132 2.029 -1.384  -0.355
C 1.332 1.292 -0.768  0.084
C 2.305 0.814 -1.858  -0.432
C 1.541 -0.388 -2.442  -0.415
C 0.253 -0.349 -1.608  0.072
O 0.729 0.069 -0.318  -0.548
C -0.620 0.841 -2.053  -0.352
C -2.093 0.641 -1.575  0.803
O -2.997 0.844 -2.357  -0.607
O -2.217 0.192 -0.378  -0.811
H 0.416 2.791 -2.112  0.241
H 1.801 1.812 0.072  0.227
H 2.504 1.587 -2.597  0.215
H 3.248 0.504 -1.408  0.219
H 1.340 -0.291 -3.507  0.214
H 2.075 -1.322 -2.267  0.221
H -0.275 -1.304 -1.525  0.242
H -0.650 0.954 -3.140  0.240
S -0.927 0.104 3.597  -0.280
C -0.753 -1.619 3.885  -0.270
C -0.609 -1.982 5.235  0.269
N -0.466 -2.260 6.342  -0.339
C -0.714 -2.592 2.915  -0.261
S -0.788 -2.315 1.195  -0.316
C -0.579 -3.941 3.278  0.270
N -0.463 -5.054 3.541  -0.336